C28H52MoP2 | ωB97M-V with the def2-TZVPD basis set

Max |F| in Eh/bohr: 0.0793
HOMO level (spin up / spin down) in eV: -12.63 / -12.53
Net charge: +2
LUMO energy (spin up / spin down) in Ha: -0.252 / -0.242
Multiplicity: 3
Expectation value of S²: 2.0242
Kohn-Sham gap (spin up / spin down) in eV: 5.77 / 5.96

Structure (XYZ):
```
83
C28H52MoP2 (ωB97M-V with the def2-TZVPD basis set)
Mo 1.460 3.798 -1.854
C -1.288 1.934 0.398
C -1.394 1.803 -1.004
C -1.372 -0.311 -0.099
C -1.239 0.630 0.961
C -1.498 0.422 -1.314
C -1.229 3.185 1.179
H -1.358 4.056 0.530
H -0.284 3.304 1.730
H -2.043 3.219 1.920
C -1.118 0.334 2.408
H -0.163 0.703 2.821
H -1.168 -0.745 2.605
H -1.919 0.826 2.985
C -1.432 -1.781 0.077
H -2.370 -2.099 0.566
H -0.598 -2.141 0.706
H -1.368 -2.299 -0.888
C -1.741 -0.154 -2.650
H -2.807 -0.388 -2.797
H -1.181 -1.083 -2.814
H -1.468 0.552 -3.442
C -1.434 2.926 -1.985
H -2.486 3.191 -2.133
H -1.040 2.630 -2.960
H -0.897 3.836 -1.642
C 3.447 3.981 -1.367
C 2.712 5.243 -1.179
C 2.488 6.230 -2.289
C 1.960 5.731 -3.667
C 1.389 4.345 -3.794
C 2.148 3.085 -3.633
C 3.662 3.101 -3.742
C 4.363 3.784 -2.561
H 3.421 6.798 -2.466
H 2.734 5.905 -4.447
H 1.784 6.989 -1.894
H 4.838 4.728 -2.873
H 3.815 3.524 -0.448
H 2.798 5.703 -0.174
H 5.215 3.148 -2.252
H 4.021 2.057 -3.800
H 1.697 2.214 -4.131
H 3.966 3.572 -4.700
H 1.149 6.429 -3.933
H 0.545 4.276 -4.477
P 3.340 0.160 0.770
P 1.876 -1.185 -1.992
C 4.301 -0.202 -0.738
C 3.724 -1.130 -1.828
H 5.263 -0.601 -0.384
H 4.532 0.779 -1.187
H 4.087 -0.772 -2.803
H 4.104 -2.154 -1.695
C 1.476 -2.977 -1.812
H 0.389 -3.104 -1.799
H 1.845 -3.385 -0.866
H 1.872 -3.595 -2.625
C 1.667 -0.953 -3.796
H 2.556 -1.293 -4.343
H 1.523 0.121 -3.982
H 0.788 -1.494 -4.164
C 4.289 1.141 1.937
H 3.708 2.029 2.225
H 5.228 1.485 1.480
H 4.527 0.562 2.841
C 1.953 1.204 0.117
H 1.263 0.566 -0.459
H 2.216 2.042 -0.595
H 1.401 1.651 0.959
C 1.703 -2.810 3.243
C 2.686 -1.669 2.946
C 4.136 -2.089 3.201
C 2.415 -1.221 1.509
H 1.882 -3.659 2.565
H 0.660 -2.484 3.114
H 1.814 -3.166 4.274
H 2.439 -0.833 3.619
H 4.304 -3.122 2.874
H 4.858 -1.439 2.697
H 4.342 -2.043 4.278
H 2.546 -2.070 0.824
H 1.349 -0.938 1.458
```

Atom charges from the Löwdin analysis, given in e for atoms 1 to 8: number 1, Mo, carries 1.473; number 2, C, carries -0.220; number 3, C, carries -0.228; number 4, C, carries -0.203; number 5, C, carries -0.215; number 6, C, carries -0.176; number 7, C, carries -0.021; number 8, H, carries 0.075